1.
{"formula": "C5H11NO", "method": "ωB97M-V/def2-TZVPD", "e_tot_ev": -8894.765, "e_above_lowest_kcal_mol": 159.9, "homo_lumo_gap_ev": 8.151, "largest_force_ev_per_a": 0.6, "elements": ["O", "N", "C", "C", "C", "C", "C", "H", "H", "H", "H", "H", "H", "H", "H", "H", "H", "H"], "positions_angstrom": [[-1.911, 1.321, -0.625], [0.164, 0.029, 0.524], [-1.116, -0.619, 0.602], [-2.175, 0.217, 0.075], [1.179, -0.509, -0.401], [1.316, -0.667, 1.077], [1.996, 0.495, -1.183], [2.923, 0.044, -1.561], [-2.833, 0.926, 1.463], [-2.032, 0.120, 1.502], [-1.199, -1.693, 0.395], [1.429, 0.877, -2.045], [1.134, -1.661, 1.495], [2.037, -0.061, 1.629], [-0.950, 1.480, -0.466], [2.264, 1.347, -0.544], [-3.138, -0.239, -0.158], [0.877, -1.406, -0.952]], "forces_ev_per_a": [[0.48, -0.20, 0.34], [0.10, -0.16, -0.06], [-0.31, -0.03, -0.22], [-0.19, -0.05, -0.11], [-0.08, 0.04, 0.02], [0.04, -0.03, 0.02], [-0.01, 0.01, 0.03], [-0.23, 0.09, 0.10], [0.34, -0.25, -0.18], [0.01, 0.07, -0.10], [0.04, 0.29, 0.09], [0.13, -0.11, 0.20], [0.02, 0.28, -0.10], [-0.20, -0.12, -0.17], [-0.41, 0.03, -0.08], [-0.07, -0.20, -0.13], [0.27, 0.11, 0.16], [0.06, 0.24, 0.19]]}

2.
{"formula": "C5H11NO", "method": "ωB97M-V/def2-TZVPD", "e_tot_ev": -8895.552, "e_above_lowest_kcal_mol": 141.7, "homo_lumo_gap_ev": 9.648, "largest_force_ev_per_a": 6.2, "elements": ["O", "N", "C", "C", "C", "C", "C", "H", "H", "H", "H", "H", "H", "H", "H", "H", "H", "H"], "positions_angstrom": [[0.699, 2.473, 0.529], [0.669, 0.859, -0.322], [-0.323, -1.150, -0.557], [-0.149, 0.352, 0.554], [-1.772, -1.285, -0.936], [2.086, 0.492, -0.360], [-1.003, 0.494, 1.541], [-1.657, -0.314, 1.827], [2.621, 1.363, -0.727], [0.319, -1.201, -1.432], [-1.908, -2.176, -1.557], [-1.112, 1.456, 2.014], [1.309, 2.443, 1.284], [-2.417, -1.395, -0.067], [-2.096, -0.420, -1.515], [0.032, -1.872, 0.177], [2.475, 0.200, 0.620], [2.226, -0.319, -1.074]], "forces_ev_per_a": [[0.37, -0.74, -1.46], [1.42, 5.13, 1.64], [-0.16, 0.76, 2.60], [-1.66, -5.25, -2.78], [-0.05, -0.16, -0.06], [-0.02, 0.02, 0.14], [0.17, 0.58, 0.09], [0.04, -0.08, -0.08], [-0.06, -0.03, -0.01], [0.14, 0.56, 0.16], [-0.02, 0.05, -0.02], [0.10, 0.00, 0.21], [0.10, -0.46, -0.23], [-0.01, 0.08, -0.01], [-0.07, 0.01, 0.01], [-0.18, -0.43, -0.23], [-0.05, -0.02, -0.05], [-0.06, -0.02, 0.06]]}

3.
{"formula": "C5H11NO", "method": "ωB97M-V/def2-TZVPD", "e_tot_ev": -8899.871, "e_above_lowest_kcal_mol": 42.1, "homo_lumo_gap_ev": 9.058, "smiles": "N/C=C/CCCO", "largest_force_ev_per_a": 1.9, "elements": ["O", "N", "C", "C", "C", "C", "C", "H", "H", "H", "H", "H", "H", "H", "H", "H", "H", "H"], "positions_angstrom": [[1.163, -1.144, -2.026], [-2.712, -0.102, 1.496], [-0.946, 1.156, 0.351], [1.340, -1.283, -0.627], [1.452, 0.054, 0.079], [0.423, 1.160, -0.301], [-1.481, 0.056, 0.835], [1.442, 0.000, 1.149], [1.915, -0.720, -2.440], [-3.396, 0.628, 1.367], [0.251, 1.076, -1.383], [2.368, 0.483, -0.229], [-0.979, -0.896, 0.793], [-3.108, -1.013, 1.331], [-1.292, 2.173, 0.478], [0.412, -1.790, -0.352], [0.961, 2.093, -0.124], [2.189, -1.930, -0.397]], "forces_ev_per_a": [[-0.03, -0.09, -0.37], [0.18, 0.05, 0.02], [1.82, 0.62, 0.03], [-0.98, -0.01, -0.02], [-1.28, 0.66, -0.59], [0.08, -0.90, -0.55], [-1.25, -0.40, 0.52], [0.22, -0.50, 0.72], [0.26, 0.10, 0.10], [0.09, 0.04, -0.08], [0.24, 0.26, 0.04], [1.39, 0.34, -0.11], [0.32, 0.00, -0.22], [-0.15, 0.06, 0.08], [-0.87, -0.19, 0.03], [0.30, -0.18, 0.28], [-0.39, 0.16, 0.03], [0.06, -0.02, 0.08]]}

4.
{"formula": "C5H11NO", "method": "ωB97M-V/def2-TZVPD", "e_tot_ev": -8897.187, "e_above_lowest_kcal_mol": 104.0, "homo_lumo_gap_ev": 9.930, "smiles": "C=CCNC=C.O", "largest_force_ev_per_a": 2.7, "elements": ["O", "N", "C", "C", "C", "C", "C", "H", "H", "H", "H", "H", "H", "H", "H", "H", "H", "H"], "positions_angstrom": [[4.069, -3.327, 1.402], [-0.018, -0.121, -0.803], [-0.715, 1.055, -1.428], [-1.423, 3.052, 0.126], [-1.051, -1.027, -0.205], [-0.433, 2.372, -0.536], [-1.562, -1.065, 1.049], [3.620, -3.873, 0.718], [-1.091, 3.837, 0.878], [-1.710, 0.604, -1.630], [0.638, 2.674, -0.219], [-1.360, -1.712, -1.055], [-0.318, 1.193, -2.519], [-2.433, 3.175, -0.268], [4.038, -2.348, 1.294], [0.585, 0.166, -0.019], [-1.923, -2.167, 1.213], [-1.371, -0.398, 1.972]], "forces_ev_per_a": [[0.07, 0.03, 0.11], [-1.39, -0.16, 1.79], [2.02, 0.56, -1.50], [2.25, 1.09, -0.89], [1.04, 0.85, -1.02], [-1.65, -0.54, 1.05], [0.85, -2.26, 0.08], [0.35, 1.49, 0.49], [-0.56, -1.01, -1.05], [-0.08, 1.61, 0.63], [-1.65, -1.23, -0.81], [0.08, 0.38, 1.65], [-0.24, 0.01, 1.94], [0.01, -0.80, 0.53], [-0.43, -1.52, -0.60], [-0.36, 0.14, -0.61], [-0.25, 2.48, 0.20], [-0.06, -1.12, -1.98]]}

5.
{"formula": "C5H11NO", "method": "ωB97M-V/def2-TZVPD", "e_tot_ev": -8898.559, "e_above_lowest_kcal_mol": 72.4, "homo_lumo_gap_ev": 8.986, "smiles": "OC[C@@H]1CCCN1", "largest_force_ev_per_a": 5.7, "elements": ["O", "N", "C", "C", "C", "C", "C", "H", "H", "H", "H", "H", "H", "H", "H", "H", "H", "H"], "positions_angstrom": [[0.862, -1.210, -2.208], [0.982, 0.474, -0.256], [-0.656, 1.279, 1.484], [0.888, 1.445, 0.851], [-0.330, -1.306, -1.457], [-0.032, -0.678, -0.105], [-1.125, 0.028, 0.657], [0.627, -1.604, 0.458], [-1.126, -0.828, -1.959], [0.931, 2.552, 0.604], [-0.578, 1.038, 2.539], [1.553, 1.199, 1.695], [-0.488, -2.499, -1.443], [1.808, 0.309, -0.704], [-1.090, 2.175, 1.225], [1.262, -2.043, -2.472], [-1.663, -0.740, 1.317], [-1.824, 0.409, -0.226]], "forces_ev_per_a": [[0.87, 0.79, -0.95], [-4.59, 0.71, 1.63], [4.06, -3.42, -1.93], [-1.76, -0.26, 0.96], [1.29, -3.53, 0.31], [4.81, -0.31, 1.72], [-2.92, -0.26, -0.53], [-2.11, 2.31, -0.69], [-0.94, 0.60, -0.71], [0.57, -1.46, -0.22], [-0.23, 0.37, 0.04], [0.21, 0.33, -0.38], [-0.59, 2.73, 0.67], [2.33, -0.58, -1.06], [-1.70, 1.63, -0.12], [-0.52, -0.08, 0.26], [0.31, 1.26, -1.03], [0.91, -0.83, 2.05]]}

6.
{"formula": "C5H11NO", "method": "ωB97M-V/def2-TZVPD", "e_tot_ev": -8900.149, "e_above_lowest_kcal_mol": 35.7, "homo_lumo_gap_ev": 10.118, "smiles": "CC(C)[C@@H](N)C=O", "largest_force_ev_per_a": 1.8, "elements": ["O", "N", "C", "C", "C", "C", "C", "H", "H", "H", "H", "H", "H", "H", "H", "H", "H", "H"], "positions_angstrom": [[-2.099, -0.437, -1.568], [1.005, -0.806, -1.249], [-1.110, 0.123, -1.951], [0.061, 0.264, -0.967], [0.567, 1.154, 1.348], [-0.393, -1.125, 1.205], [-0.361, 0.264, 0.505], [-1.086, -1.784, 0.672], [-0.803, -1.060, 2.208], [-1.057, 0.545, -2.963], [1.547, -0.699, -2.089], [0.201, 1.190, 2.373], [0.603, 1.223, -1.049], [0.374, 2.187, 1.018], [-1.375, 0.658, 0.592], [1.610, 0.858, 1.286], [0.594, -1.580, 1.185], [1.722, -0.976, -0.560]], "forces_ev_per_a": [[-0.51, -0.08, -0.46], [0.36, -1.07, -0.34], [0.15, -0.07, 1.38], [1.21, 0.66, 0.23], [-1.37, 0.93, -0.54], [-0.74, 0.04, -1.33], [-0.02, -1.04, 1.46], [0.26, -0.05, -0.08], [0.33, 0.25, 0.24], [0.28, 0.00, -0.22], [-0.27, 0.35, -0.53], [0.32, -0.44, 0.21], [-0.57, 0.18, -0.66], [0.78, -0.10, -0.11], [0.01, 0.15, -0.20], [0.11, 0.14, 0.07], [-0.01, -0.11, 0.32], [-0.33, 0.26, 0.57]]}

7.
{"formula": "C5H11NO", "method": "ωB97M-V/def2-TZVPD", "e_tot_ev": -8898.266, "e_above_lowest_kcal_mol": 79.1, "homo_lumo_gap_ev": 10.611, "smiles": "C=NCCCCO", "largest_force_ev_per_a": 4.4, "elements": ["O", "N", "C", "C", "C", "C", "C", "H", "H", "H", "H", "H", "H", "H", "H", "H", "H", "H"], "positions_angstrom": [[2.457, -0.711, 1.439], [-1.567, 1.112, -0.621], [-0.144, 0.909, -0.946], [-2.413, 0.515, -1.462], [1.138, -0.142, 1.728], [0.019, -0.775, 0.839], [0.281, -0.586, -0.647], [0.964, -0.399, 2.762], [-3.485, 0.742, -1.545], [0.133, 0.973, -2.025], [0.407, 1.648, -0.304], [-0.117, -1.915, 1.149], [-0.304, -1.473, -1.089], [-0.913, -0.339, 1.249], [-2.032, 0.117, -2.371], [1.296, -0.566, -1.047], [1.135, 0.842, 1.337], [3.147, 0.048, 1.552]], "forces_ev_per_a": [[1.22, 2.21, 0.07], [-2.83, -1.75, -2.76], [-0.44, -1.45, -0.50], [2.26, 3.42, 1.74], [0.33, -2.37, -1.54], [1.37, -2.80, 2.63], [-1.51, 0.49, 0.53], [-0.42, 0.93, 0.41], [0.30, -0.28, 1.11], [-0.56, 0.89, 0.56], [-0.16, -0.90, -0.91], [0.58, 2.08, -0.79], [0.61, 2.01, -0.40], [0.31, 0.07, -0.86], [0.52, -0.97, -0.78], [0.27, -0.89, 0.83], [0.12, 1.52, 0.93], [-1.98, -2.18, -0.27]]}

8.
{"formula": "C5H11NO", "method": "ωB97M-V/def2-TZVPD", "e_tot_ev": -8900.775, "e_above_lowest_kcal_mol": 21.3, "homo_lumo_gap_ev": 10.407, "smiles": "CCCNC(C)=O", "largest_force_ev_per_a": 0.5, "elements": ["O", "N", "C", "C", "C", "C", "C", "H", "H", "H", "H", "H", "H", "H", "H", "H", "H", "H"], "positions_angstrom": [[0.023, 0.056, 3.058], [0.866, 0.553, 0.985], [-1.579, 0.670, 1.397], [1.087, -0.761, 0.343], [0.759, 0.228, -1.988], [0.401, -0.904, -1.023], [-0.177, 0.454, 1.935], [0.707, -1.865, -1.455], [-1.594, 1.119, 0.399], [-2.208, 1.235, 2.084], [-0.690, -0.954, -0.906], [-2.002, -0.340, 1.309], [0.481, -0.024, -3.016], [0.636, 1.247, 0.280], [2.162, -0.929, 0.236], [0.235, 1.161, -1.741], [1.835, 0.437, -1.967], [0.712, -1.533, 1.025]], "forces_ev_per_a": [[-0.11, 0.16, -0.46], [-0.16, 0.00, -0.02], [-0.16, 0.10, 0.02], [0.17, -0.20, -0.07], [0.03, 0.05, -0.04], [0.01, 0.00, 0.02], [-0.15, -0.18, 0.24], [-0.01, 0.12, 0.09], [0.00, 0.03, 0.23], [0.06, -0.05, 0.01], [0.19, 0.00, 0.03], [-0.01, 0.19, 0.01], [0.03, 0.04, 0.13], [0.01, -0.20, 0.07], [-0.03, 0.02, -0.08], [0.10, -0.15, -0.06], [-0.15, -0.05, -0.05], [0.18, 0.12, -0.09]]}